Arrangement a

2 unconnected molecules or ions with the total composition C4H11N3, computed with ωB97M-V with the def2-TZVPD basis set.

Calculated values
Kohn-Sham gap (spin up / spin down), eV: 8.78 / 8.78
Highest occupied orbital energy (spin up / spin down), eV: -8.010 / -8.012
Lowest unoccupied orbital energy (spin up / spin down), eV: 0.8 / 0.8

The geometry in ORCA input format:
```
! RIJCOSX wB97M-V def2-TZVPD def2/J DEFGRID3
* xyz 0 1
C 1.02348 -0.60893 0.04465
C -0.84881 0.42678 0.07436
C 1.19887 -0.85674 1.52640
C -1.99189 -0.51201 -0.17041
N 0.52064 2.08855 -0.68433
N 1.88273 0.22668 -0.52533
N -0.53088 1.32790 -0.88781
H 0.80269 2.49284 -1.57853
H 1.88538 0.11149 -1.53897
H -0.73714 1.01566 -1.83844
H 0.64855 -1.47262 -0.51786
H -0.74663 0.82800 1.07549
H 1.43269 0.08750 2.02367
H -2.95606 -0.07578 0.10198
H -2.04095 -0.83116 -1.21451
H 0.29770 -1.28432 1.97422
H 2.02077 -1.55381 1.70044
H -1.86115 -1.41001 0.43495
*
```

Atomic partial charges in e from the Mulliken method, atoms 1 to 5:
1 C 0.279
2 C -0.184
3 C -1.189
4 C -1.186
5 N -0.732

=====

Arrangement b

A single C4H11N3 molecule, computed with ωB97M-V with the def2-TZVPD basis set.

Calculated values
Kohn-Sham gap, eV: 10.42
SMILES string: [H]/N=C(/C)[C@@H](N)CN
Highest occupied orbital energy, eV: -9.521
Lowest unoccupied orbital energy, eV: 0.9

The geometry in ORCA input format:
```
! RIJCOSX wB97M-V def2-TZVPD def2/J DEFGRID3
* xyz 0 1
H 2.11135 -1.19778 0.68253
N 1.70694 -1.43174 -0.22905
C 0.66419 -0.70543 -0.48418
C -0.02300 -0.87055 -1.81669
C 0.32519 0.58625 0.40428
N 0.66044 1.79275 -0.32907
C -1.15494 0.52551 0.84463
N -1.47310 -0.70742 1.56023
H 0.30180 -1.78820 -2.31548
H -1.10410 -0.92907 -1.67011
H 0.20080 -0.02610 -2.47284
H 0.96423 0.53415 1.29304
H 1.66759 1.85705 -0.47154
H 0.32299 2.62629 0.14854
H -1.81449 0.59549 -0.02792
H -1.34589 1.38389 1.50178
H -0.93844 -0.74898 2.42775
H -1.07156 -1.49613 0.95409
*
```

Atomic partial charges in e from the Mulliken method, atoms 1 to 5:
1 H 0.255
2 N -0.785
3 C 0.385
4 C -1.081
5 C 0.436

=====

Which is most stable, and by how much? arrangement b, by 69.1 kcal/mol.

=====

Arrangement a

A single C4H11N3 molecule, computed with ωB97M-V with the def2-TZVPD basis set.

Calculated values
Kohn-Sham gap, eV: 9.18
SMILES string: [H]/N=C(/N)NCCC
Highest occupied orbital energy, eV: -8.312
Lowest unoccupied orbital energy, eV: 0.9

The geometry in ORCA input format:
```
! RIJCOSX wB97M-V def2-TZVPD def2/J DEFGRID3
* xyz 0 1
H -2.72322 -0.02519 0.95781
N -2.75372 -0.24223 0.00880
C -1.55342 -0.25062 -0.55051
N -1.18134 -1.23672 -1.52347
N -0.65696 0.71464 -0.31438
C 0.88198 0.52633 -0.25684
C 1.50695 0.42390 1.33752
C 3.02103 0.10080 1.16957
H -1.96672 -1.61786 -2.02773
H -0.25867 -1.19722 -2.00006
H -1.03228 1.27625 0.53978
H 1.11731 -0.56466 -0.73750
H 1.22624 1.44828 -0.82877
H 0.90908 -0.31059 1.83217
H 1.29501 1.36699 1.82123
H 3.27146 -0.94628 0.98040
H 3.47369 0.52343 0.15146
H 3.69298 0.59456 1.91600
*
```

Atomic partial charges in e from the Mulliken method, atoms 1 to 5:
1 H 0.201
2 N -0.819
3 C 0.605
4 N -0.409
5 N -0.271

=====

Arrangement b

A single C4H11N3 molecule, computed with ωB97M-V with the def2-TZVPD basis set.

Calculated values
Kohn-Sham gap, eV: 8.06
SMILES string: CC(CN)=C(N)N
Highest occupied orbital energy, eV: -7.211
Lowest unoccupied orbital energy, eV: 0.9

The geometry in ORCA input format:
```
! RIJCOSX wB97M-V def2-TZVPD def2/J DEFGRID3
* xyz 0 1
C -0.68027 -1.73982 0.21139
C -0.23962 -0.31102 0.36287
C -1.36690 0.67394 0.56073
N -1.54467 1.22778 -0.78538
C 0.96081 0.18440 -0.11955
N 1.91702 -0.68913 -0.62786
N 1.52329 1.33659 0.43825
H -1.62755 -1.81260 -0.33047
H -0.81983 -2.17511 1.20875
H 0.02881 -2.36492 -0.33457
H -2.27892 0.17910 0.91394
H -1.09382 1.45936 1.27707
H -2.24908 0.70367 -1.30532
H -0.44372 1.22295 -1.13565
H 2.80382 -0.24763 -0.84933
H 2.14684 -1.44889 0.00321
H 0.83076 2.00987 0.74702
H 2.13305 1.79146 -0.23510
*
```

Atomic partial charges in e from the Mulliken method, atoms 1 to 5:
1 C -1.401
2 C 0.842
3 C -1.012
4 N -0.634
5 C 0.010

=====

Which is most stable, and by how much? arrangement a, by 2.2 kcal/mol.

=====

Arrangement a

A single C4H11N3 molecule, computed with ωB97M-V with the def2-TZVPD basis set.

Calculated values
Kohn-Sham gap, eV: 9.66
SMILES string: [H]/N=C\NCCCN
Highest occupied orbital energy, eV: -8.720
Lowest unoccupied orbital energy, eV: 0.9

The geometry in ORCA input format:
```
! RIJCOSX wB97M-V def2-TZVPD def2/J DEFGRID3
* xyz 0 1
H -1.60989 1.32316 -0.76523
N -2.36415 1.42226 -0.08633
C -1.90808 1.20370 1.08141
N -0.77579 0.45192 1.37762
C -0.24290 -0.74837 0.75792
C 1.23701 -0.67872 0.35086
C 1.46134 0.11665 -0.94836
N 0.74652 -0.48571 -2.05415
H -2.38786 1.62976 1.96321
H -0.56065 0.61583 2.34974
H -0.81988 -1.00699 -0.13021
H -0.39073 -1.55997 1.47004
H 1.80109 -0.26523 1.19280
H 1.41930 -1.73453 0.10672
H 1.13104 1.15757 -0.92637
H 2.53417 0.12226 -1.15114
H -0.00610 -0.07121 -2.57080
H 0.73557 -1.49240 -2.01772
*
```

Atomic partial charges in e from the Mulliken method, atoms 1 to 5:
1 H 0.286
2 N -0.737
3 C 0.053
4 N -0.194
5 C -0.693

=====

Arrangement b

A single C4H11N3 molecule, computed with ωB97M-V with the def2-TZVPD basis set.

Calculated values
Kohn-Sham gap, eV: 9.67
SMILES string: [H]/N=C(/N)NCCC
Highest occupied orbital energy, eV: -8.818
Lowest unoccupied orbital energy, eV: 0.9

The geometry in ORCA input format:
```
! RIJCOSX wB97M-V def2-TZVPD def2/J DEFGRID3
* xyz 0 1
H -2.20996 0.25990 -1.63301
N -2.76224 -0.01183 -0.81510
C -1.92038 -0.18159 0.14420
N -2.34105 -0.80838 1.31203
N -0.58528 0.20921 0.11845
C 0.55069 -0.29536 0.86328
C 1.88697 -0.26056 -0.05138
C 1.87386 0.90754 -1.16190
H -1.76550 -1.52283 1.72521
H -3.27990 -0.87257 1.19023
H -0.60980 1.22972 -0.06764
H 0.73274 0.41858 1.69813
H 0.38181 -1.21957 1.44175
H 1.89628 -1.14866 -0.74162
H 2.83181 -0.26423 0.50799
H 1.07909 0.56376 -1.95671
H 1.40482 1.89020 -0.84028
H 2.83605 1.10667 -1.73363
*
```

Atomic partial charges in e from the Mulliken method, atoms 1 to 5:
1 H 0.244
2 N -0.781
3 C 0.462
4 N -0.445
5 N -0.185

=====

Arrangement c

A single C4H11N3 molecule, computed with ωB97M-V with the def2-TZVPD basis set.

Calculated values
Kohn-Sham gap, eV: 8.01
SMILES string: N/C=C(\N)CCN
Highest occupied orbital energy, eV: -7.013
Lowest unoccupied orbital energy, eV: 1.0

The geometry in ORCA input format:
```
! RIJCOSX wB97M-V def2-TZVPD def2/J DEFGRID3
* xyz 0 1
N 0.16775 0.77816 2.58385
C 0.59424 0.77171 1.31245
C -0.21117 0.60110 0.25250
N -1.61049 0.42156 0.18866
C 0.36550 0.58452 -1.13233
C 0.59134 -0.81472 -1.91711
N 0.30020 -2.00007 -1.19840
H 0.59311 1.41261 3.20334
H -0.89773 0.64690 2.71610
H 1.70452 0.65498 1.15523
H -1.81219 -0.22847 -0.43933
H -2.15832 0.19254 0.95955
H 1.25364 1.22896 -1.24910
H -0.42161 1.09304 -1.75296
H 1.57464 -0.97036 -2.32767
H -0.08184 -0.57478 -2.80529
H -0.60742 -2.37231 -1.17761
H 0.81151 -2.33634 -0.39413
*
```

Atomic partial charges in e from the Mulliken method, atoms 1 to 5:
1 N -0.482
2 C -0.312
3 C 0.630
4 N -0.614
5 C -1.098

=====

Arrangement d

A single C4H11N3 molecule, computed with ωB97M-V with the def2-TZVPD basis set.

Calculated values
Kohn-Sham gap, eV: 9.24
SMILES string: CCN/N=C\NC
Highest occupied orbital energy, eV: -8.279
Lowest unoccupied orbital energy, eV: 1.0

The geometry in ORCA input format:
```
! RIJCOSX wB97M-V def2-TZVPD def2/J DEFGRID3
* xyz 0 1
C -0.06426 0.81870 2.61728
C -0.72342 0.14492 1.35960
N -0.17380 -1.04525 0.81493
N -0.92925 -1.47093 -0.34129
C -0.54148 -0.81227 -1.43483
N 0.24515 0.25712 -1.36531
C 1.13230 0.33088 -2.61247
H 0.08814 0.21700 3.44160
H -0.77278 1.63762 2.95283
H 1.02349 1.11438 2.41022
H -1.83279 0.04534 1.54703
H -0.79807 0.87054 0.52107
H -0.12575 -1.75323 1.60080
H -0.88915 -1.34995 -2.39531
H 0.60122 0.19768 -0.43210
H 1.35843 1.45767 -2.86140
H 0.48645 -0.19490 -3.43061
H 1.91558 -0.46534 -2.39204
*
```

Atomic partial charges in e from the Mulliken method, atoms 1 to 5:
1 C -1.137
2 C -0.393
3 N -0.300
4 N -0.682
5 C 0.034

=====

Which is most stable, and by how much? arrangement a, by 4.9 kcal/mol.

=====

Arrangement a

2 unconnected molecules or ions with the total composition C17H19N, computed with ωB97M-V with the def2-TZVPD basis set.

Calculated values
Kohn-Sham gap, eV: 8.85
SMILES string: CCc1c[nH]c2ccccc12.Cc1ccccc1
Highest occupied orbital energy, eV: -7.987
Lowest unoccupied orbital energy, eV: 0.9

The geometry in ORCA input format:
```
! RIJCOSX wB97M-V def2-TZVPD def2/J DEFGRID3
* xyz 0 1
C -0.23617 -3.64254 -0.42646
C -1.42730 -3.09398 -1.19777
C -1.66102 -1.61723 -0.91246
C -1.66338 -0.63199 -1.84326
N -2.05186 0.58161 -1.28514
C -2.32882 0.35076 0.04466
C -2.69615 1.25545 1.04486
C -2.65313 0.86763 2.35569
C -2.29541 -0.47718 2.65329
C -2.08655 -1.40315 1.67059
C -2.05958 -0.99941 0.32078
H 0.30896 -2.84735 0.08490
H 0.51314 -4.06482 -1.08890
H -0.39651 -4.45529 0.28234
H -1.32087 -3.22540 -2.27191
H -2.42593 -3.44737 -0.91416
H -1.50372 -0.70094 -2.90858
H -2.53154 1.29138 -1.81325
H -3.04610 2.21344 0.66902
H -2.84778 1.49434 3.20982
H -2.23792 -0.71335 3.69463
H -1.91700 -2.46090 1.85061
C 2.64002 3.20996 1.21819
C 2.81425 2.05478 0.27789
C 1.75044 1.47637 -0.38861
C 1.98548 0.49143 -1.33954
C 3.25403 -0.05549 -1.47430
C 4.32334 0.49572 -0.78002
C 4.11897 1.58948 0.03735
H 2.32007 4.12036 0.73171
H 3.52643 3.38024 1.81147
H 1.81089 3.02494 1.91178
H 0.72488 1.76900 -0.19285
H 1.19383 0.02364 -1.89252
H 3.37741 -0.95778 -2.05691
H 5.29915 0.11683 -1.03021
H 4.89156 2.17258 0.52112
*
```

Atomic partial charges in e from the Mulliken method, atoms 1 to 5:
1 C -1.208
2 C -0.577
3 C 0.743
4 C -1.287
5 N -0.021

=====

Arrangement b

2 unconnected molecules or ions with the total composition C17H19N, computed with ωB97M-V with the def2-TZVPD basis set.

Calculated values
Kohn-Sham gap, eV: 8.47
SMILES string: CCc1c[nH]c2ccccc12.Cc1ccccc1
Highest occupied orbital energy, eV: -7.627
Lowest unoccupied orbital energy, eV: 0.8

The geometry in ORCA input format:
```
! RIJCOSX wB97M-V def2-TZVPD def2/J DEFGRID3
* xyz 0 1
C 1.18209 -2.90952 -0.84526
C -0.05228 -2.07401 -0.46190
C 0.03779 -1.48376 0.92584
C -1.05794 -1.23219 1.75989
N -0.67679 -0.72365 2.99127
C 0.67612 -0.55685 2.97899
C 1.56346 -0.00466 3.88564
C 2.82846 0.38696 3.53051
C 3.31748 -0.18636 2.33212
C 2.53857 -1.05000 1.57406
C 1.13534 -1.03350 1.71926
H 1.27615 -3.01777 -1.93877
H 1.12136 -3.87553 -0.35189
H 2.11240 -2.43731 -0.61799
H -0.43171 -1.38639 -1.21839
H -0.80664 -2.87741 -0.38886
H -2.02581 -1.26803 1.28319
H -1.37401 -0.46075 3.66128
H 1.12213 0.22464 4.85296
H 3.49405 1.03299 4.07576
H 4.25513 0.17685 1.91075
H 3.03797 -1.53052 0.74571
C -2.04195 2.01504 -4.28549
C -1.71322 1.90695 -2.83726
C -2.69701 1.83088 -1.88597
C -2.43585 1.68548 -0.50751
C -1.11166 1.43212 -0.17486
C -0.11236 1.42621 -1.13924
C -0.36697 1.74455 -2.45317
H -1.50241 1.16535 -4.73664
H -1.65531 2.96109 -4.71528
H -3.07277 2.02380 -4.63941
H -3.76615 1.94725 -2.09723
H -3.29679 1.61116 0.13787
H -0.84850 1.41046 0.88471
H 0.90612 1.25714 -0.80622
H 0.44150 1.86931 -3.14845
*
```

Atomic partial charges in e from the Mulliken method, atoms 1 to 5:
1 C -1.229
2 C -0.228
3 C 0.467
4 C -1.346
5 N 0.039

=====

Which is most stable, and by how much? arrangement a, by 19.9 kcal/mol.